No. 1
70
Properties=species:S:1:pos:R:3:forces:R:3:mulliken_charge:R:1 method="wB97M-V/def2-TZVPD" gap_ev="7.918 / 6.641" e_above_lowest_kcal_mol=16.0 total_energy_ev=-185249.2094 spin_multiplicity=6 largest_force_ev_per_a=1.16
C -0.473 3.995 -3.293 -0.085 0.005 -0.142 -0.94
H -2.123 -3.557 -1.451 0.037 0.019 -0.025 0.57
C 0.710 1.665 2.943 -0.122 -0.098 0.497 0.00
H 1.731 -1.091 1.647 -0.007 0.039 0.039 0.39
C 2.213 0.669 -1.046 0.053 0.123 0.041 -0.74
O -2.715 -0.606 0.641 0.446 0.475 -0.353 -0.65
C 0.373 -2.538 -1.925 -0.054 0.206 0.116 -1.20
H 5.130 1.273 0.523 0.003 0.009 -0.024 0.51
H 0.550 -6.357 1.132 -0.015 -0.005 -0.002 0.41
O -3.918 -1.862 2.057 0.026 0.124 -0.120 -0.69
Se -0.454 -2.169 -0.202 0.270 -0.514 -0.118 0.58
O 1.517 2.135 3.728 -0.029 -0.001 -0.184 -0.73
H 4.274 3.648 -3.925 0.008 -0.014 0.023 0.36
H 1.406 -2.208 -1.892 -0.003 -0.011 0.003 0.33
H -3.880 -6.055 -0.095 -0.006 -0.016 -0.008 0.37
C 3.462 1.221 -0.825 0.063 -0.116 0.003 0.29
C 0.262 -5.623 0.379 -0.258 -0.004 -0.020 -1.16
H -1.859 4.927 0.194 0.034 0.019 -0.006 0.46
O 2.347 4.449 -3.875 0.111 -0.113 -0.070 -0.40
C -1.299 3.290 -1.075 0.169 0.408 -0.461 0.34
O -0.673 0.604 -2.075 0.088 -0.104 0.250 -0.60
N 3.207 3.128 -2.242 -0.018 0.058 -0.136 -0.04
H -1.233 6.691 -1.417 -0.017 0.003 -0.011 0.42
Cl -0.182 6.560 -4.061 0.036 0.152 -0.106 -0.24
C -3.091 -0.999 1.798 -0.071 -0.012 0.413 0.29
C -1.123 5.646 -1.679 0.036 -0.046 -0.106 -0.58
H 0.321 -3.608 -2.105 0.018 -0.027 0.055 0.43
C -1.463 4.674 -0.781 -0.082 -0.221 0.175 -0.50
H 4.025 4.979 -2.773 -0.060 0.034 -0.053 0.35
C 4.058 2.152 -1.839 -0.101 -0.100 -0.078 0.04
C -1.946 -3.397 -0.389 -0.067 -0.161 0.271 -1.08
Ge -1.626 -5.098 0.611 0.032 0.045 -0.237 0.59
H -3.033 -4.453 2.635 -0.015 0.025 0.002 0.33
H 2.308 3.250 -1.802 0.049 -0.006 0.128 0.07
H -0.266 1.495 -3.825 -0.065 -0.079 0.025 0.32
C 4.143 0.871 0.333 -0.031 -0.040 -0.015 -0.35
C -0.621 5.305 -2.948 -0.096 -0.184 0.125 0.38
H -0.250 1.507 5.533 -0.014 0.033 -0.019 0.56
H -2.388 0.374 6.243 0.021 -0.015 0.008 0.44
C 3.557 4.105 -3.241 0.194 -0.034 0.027 -0.50
O 0.767 1.673 1.665 -0.338 -0.145 -0.769 -0.47
H -2.630 -6.530 -1.256 0.007 0.005 0.002 0.37
Ru -0.702 0.519 0.328 -0.984 0.493 0.365 1.74
C -2.854 -6.410 -0.196 0.153 0.141 0.188 -1.22
H 0.445 -6.056 -0.606 -0.031 0.005 -0.003 0.32
C -0.886 0.985 4.833 0.029 -0.017 0.042 -0.78
C -2.059 0.347 5.212 -0.008 -0.008 -0.109 -0.26
O -1.613 2.409 -0.197 0.318 -0.884 0.497 -1.00
H 0.898 -4.746 0.495 0.044 -0.003 0.034 0.31
C 2.259 -0.443 0.957 0.182 -0.082 -0.167 -0.29
C -0.519 0.952 3.499 0.194 0.132 -0.037 0.33
H -2.820 -2.906 0.035 -0.035 0.066 -0.030 0.37
C -1.998 -4.764 2.506 0.019 0.023 -0.220 -1.13
O 5.187 2.013 -2.270 0.007 0.113 0.130 -0.64
H -3.734 -0.837 4.485 0.013 -0.004 0.016 0.55
C -2.815 -0.317 4.255 0.036 -0.027 0.002 -0.73
N 1.610 -0.133 -0.169 0.045 0.208 0.179 0.32
H -2.775 -7.384 0.287 0.006 0.007 0.010 0.37
H 2.443 5.293 -4.321 -0.017 0.119 0.011 0.26
H -0.178 -1.985 -2.681 0.028 -0.030 -0.040 0.32
H -1.358 -3.957 2.866 0.011 -0.011 0.023 0.30
H 4.024 -0.267 2.155 -0.022 -0.009 0.009 0.47
H -0.083 3.728 -4.268 -0.022 0.009 0.057 0.33
C -0.579 1.621 -2.773 -0.022 0.032 -0.252 -0.17
C -0.796 2.972 -2.378 -0.056 0.043 0.579 0.83
C -2.367 -0.311 2.946 -0.114 -0.208 -0.129 0.36
C 3.534 0.015 1.234 0.033 -0.008 -0.037 -1.05
H -1.808 -5.653 3.108 0.017 -0.005 -0.028 0.42
N -1.248 0.308 2.596 0.029 0.176 -0.300 0.37
H 1.676 0.874 -1.963 0.000 0.013 0.068 0.96

---

No. 2
63
Properties=species:S:1:pos:R:3:forces:R:3:mulliken_charge:R:1 method="wB97M-V/def2-TZVPD" gap_ev=8.033 e_above_lowest_kcal_mol=0.0 total_energy_ev=-52059.0631 largest_force_ev_per_a=0.72
H 1.403 -0.531 0.559 -0.220 -0.036 0.020 -0.22
C 3.718 -1.496 0.704 -0.141 0.276 0.191 -0.84
H -1.227 -1.825 5.226 -0.062 -0.088 0.021 0.46
H -0.696 -1.843 -3.291 0.085 -0.083 0.020 0.47
C -2.046 -0.348 -1.147 -0.455 0.280 0.020 0.38
C -1.009 -1.172 0.966 0.104 -0.103 -0.505 0.11
H -3.284 -0.166 -6.251 -0.036 0.018 -0.074 0.39
H 3.860 0.559 1.297 0.036 0.039 0.001 0.44
C 1.220 0.879 3.994 0.068 0.007 0.033 -0.72
C -2.992 -0.236 -5.213 -0.115 0.088 -0.044 -0.63
H 3.824 0.683 -2.247 -0.022 -0.054 0.044 0.32
C 2.917 0.186 -1.861 -0.260 0.059 -0.222 -0.95
O 1.489 2.051 -2.475 0.076 0.104 -0.158 -0.49
H -1.414 -1.618 -5.635 0.044 -0.052 -0.054 0.41
C 0.173 -1.811 1.631 0.294 -0.154 -0.264 -0.04
H 3.028 -0.891 -1.996 0.028 -0.004 -0.056 0.37
C -2.168 -0.587 3.084 -0.084 0.119 0.077 -0.10
H 1.886 1.654 3.647 0.034 0.083 -0.037 0.41
C 3.848 -0.009 0.362 0.160 -0.265 -0.040 -0.86
H 3.379 2.494 -0.599 -0.014 -0.012 0.044 0.37
N 2.732 0.476 -0.445 0.053 0.217 -0.088 0.63
C -2.187 -0.462 -2.572 -0.365 0.226 0.002 0.01
C -0.533 -1.072 4.890 0.026 0.126 -0.020 -0.29
H 2.304 2.111 0.776 0.029 0.025 0.002 0.24
C -3.680 0.488 -4.264 -0.113 0.081 -0.043 -0.67
H -5.763 1.430 -2.137 0.015 0.046 0.049 0.35
C -1.516 -1.189 -3.552 -0.024 0.021 -0.020 -0.01
O 0.069 -2.706 2.451 -0.134 -0.147 0.136 -0.69
C -3.269 0.369 -2.942 0.397 -0.310 -0.148 -0.46
C -3.028 0.533 -0.744 0.362 -0.210 0.141 -0.85
C 2.503 1.905 -0.278 -0.261 0.164 -0.192 -0.69
N -3.757 0.962 -1.809 0.041 -0.040 -0.051 0.22
H 2.848 -1.208 2.661 0.020 -0.089 -0.024 0.21
H -3.024 -1.006 1.316 0.061 0.021 0.159 0.40
H 0.913 -1.459 6.412 0.017 -0.064 0.073 0.40
C 0.023 0.658 3.336 -0.137 -0.158 0.195 1.25
H 4.808 0.171 -0.150 -0.055 0.100 0.049 0.36
H 0.811 0.116 -2.355 0.046 -0.004 -0.051 -0.27
H -3.227 0.932 0.233 -0.057 0.061 0.173 0.48
O -3.231 -0.497 3.665 0.035 -0.052 0.144 -0.69
C 0.664 -0.864 5.547 -0.119 -0.076 0.036 -0.71
C -0.860 -0.329 3.761 0.040 0.283 0.231 -0.06
N -2.118 -0.900 1.763 -0.303 -0.228 -0.535 -0.07
H -5.008 2.210 -0.733 0.013 -0.023 -0.045 0.33
H -4.508 1.124 -4.539 -0.084 0.063 -0.050 0.44
C -1.924 -1.064 -4.861 0.171 -0.136 -0.067 -0.97
C 1.707 0.673 -2.661 0.230 -0.257 -0.020 0.00
C -4.847 1.893 -1.762 -0.284 0.209 -0.123 -1.08
H 0.398 1.790 -0.747 0.046 0.044 -0.012 -0.14
C 1.290 2.324 -1.109 0.140 0.114 0.363 -0.13
N 1.348 -1.309 1.212 0.090 0.034 -0.116 0.34
H 4.668 -1.845 1.111 0.023 -0.046 -0.027 0.44
H 3.509 -2.070 -0.199 0.059 -0.086 -0.054 0.26
H 1.126 3.400 -1.028 -0.023 -0.052 0.064 0.38
Cl -0.383 1.667 1.985 0.037 0.325 -0.050 -0.15
H -0.179 -1.362 -0.929 0.132 -0.072 0.062 0.74
H 2.482 0.271 5.604 0.072 0.024 0.044 0.43
C 1.544 0.106 5.095 0.017 0.072 -0.079 -0.52
H -4.626 2.772 -2.373 -0.030 -0.011 0.053 0.34
C -1.021 -0.983 -0.368 0.188 -0.126 0.682 0.60
H 2.539 -2.811 1.977 0.064 0.125 0.033 0.41
C 2.619 -1.749 1.732 0.074 -0.337 0.038 -0.58
H 1.874 0.528 -3.730 -0.030 -0.080 0.071 0.45

---

No. 3
62
Properties=species:S:1:pos:R:3:forces:R:3:mulliken_charge:R:1 method="wB97M-V/def2-TZVPD" gap_ev="4.648 / 4.650" total_energy_ev=-62683.8629 spin_multiplicity=6 largest_force_ev_per_a=3.02
C -0.046 -2.929 -1.135 0.872 0.549 -0.569 -1.16
C 0.988 0.836 -9.364 0.001 -0.341 0.753 -0.38
H 1.552 -2.212 -7.912 -0.034 0.388 -0.013 0.31
H -0.319 3.787 6.419 0.065 0.148 0.190 0.44
O 0.837 1.236 3.693 -1.082 -0.922 0.906 -0.69
C -0.653 -1.066 -4.772 1.021 -0.313 -0.087 -0.54
C 0.493 1.512 -8.228 0.058 -0.078 0.036 -0.55
C -0.145 -2.153 0.047 0.627 0.066 0.025 -0.20
H 0.209 2.571 -8.314 0.121 -0.608 0.088 0.36
C 1.358 -0.519 -9.232 -0.212 0.533 0.040 -0.53
H -0.551 1.452 7.299 0.123 0.041 -0.116 0.47
C -0.272 2.192 -0.733 0.049 0.160 -0.988 -0.98
H -2.513 -0.274 4.468 -0.148 0.180 0.123 0.39
N -0.220 -1.929 5.186 -0.128 -0.226 1.437 0.02
H -0.059 1.401 -6.124 0.331 -0.194 -0.506 0.36
C 0.031 0.351 4.063 0.408 1.484 -1.541 -0.42
N -0.317 -0.654 3.218 0.041 -1.448 0.539 0.14
H -1.059 -1.986 -4.326 -0.050 0.522 -0.056 0.32
C -0.069 1.305 0.321 0.756 -0.514 0.524 -0.15
H -0.863 -3.455 -1.626 0.251 0.071 0.094 0.50
C 0.995 2.486 -1.301 -0.275 -0.585 -0.732 -0.45
H -2.505 1.471 4.720 0.132 -0.345 0.034 0.53
H 1.146 -2.161 -5.495 -0.295 0.308 0.206 0.45
O -0.004 -0.977 7.298 -0.213 -0.664 -0.422 -0.66
C -3.156 0.340 6.436 0.101 -0.057 -0.001 -1.34
C 1.264 -1.158 -7.989 0.085 0.109 0.544 -0.45
H -1.234 2.632 -0.997 0.341 -0.112 -0.086 0.46
H 1.755 -3.465 -2.363 0.044 -0.125 -0.294 0.53
C -0.534 -1.878 3.802 0.000 2.446 -0.612 0.03
C 1.982 1.744 -0.597 -0.271 -0.096 0.169 -1.37
H 3.058 1.793 -0.720 -0.122 0.118 -0.078 0.47
C -0.228 1.648 6.269 0.218 -1.237 0.084 -0.86
C -0.282 -0.907 6.120 -0.467 1.516 -1.439 -0.17
H -0.175 -2.844 5.570 0.098 -0.807 0.250 0.28
C 0.358 0.864 -6.990 -0.019 -0.314 -0.004 -0.30
C 1.163 -1.703 0.379 -0.381 -0.822 0.029 0.03
C -0.719 0.435 5.407 0.647 0.376 1.180 2.00
H -1.391 -0.364 -5.189 0.230 -0.245 0.464 0.33
C -0.724 2.989 5.806 -0.131 0.117 -0.235 -1.36
O -0.909 -2.888 3.235 0.054 -0.460 -0.021 -0.72
H -1.809 3.043 5.855 -0.102 0.179 0.015 0.29
H -4.195 0.320 6.086 0.087 0.120 0.234 0.42
C -2.273 0.508 5.199 0.639 -0.494 -0.427 -0.91
C 1.327 1.070 0.456 -0.346 0.483 -0.063 -0.05
H 1.183 3.176 -2.105 0.023 0.089 -0.178 0.47
C 0.766 -0.490 -6.825 0.156 1.041 -1.742 0.64
H -0.810 0.936 0.999 -0.206 -0.167 0.367 0.48
H -3.032 1.161 7.160 -0.047 -0.286 -0.221 0.29
H 0.871 1.639 6.265 -0.300 -0.039 0.035 0.37
H -1.008 -2.049 0.697 0.161 0.097 -0.082 0.47
C 2.078 -2.131 -0.617 -0.633 -0.243 0.427 -1.13
H -2.979 -0.615 6.952 0.094 0.275 -0.093 0.29
H 1.724 -1.054 -10.118 -0.161 0.134 0.580 0.36
H 3.158 -2.017 -0.543 -0.298 -0.009 -0.244 0.48
C 0.530 -1.268 -5.634 -0.665 0.153 1.150 -0.09
Dy 0.598 -0.319 -1.775 0.417 0.740 2.893 1.06
H 1.396 -1.245 1.323 -0.098 0.072 -0.022 0.69
H 1.791 0.653 1.338 -0.116 -0.117 -0.238 0.83
H -0.403 3.162 4.786 -0.032 0.098 -0.249 0.27
O 0.413 -0.453 -3.978 -0.604 -0.662 -2.644 -0.28
C 1.333 -2.918 -1.542 -0.707 0.322 -0.070 -0.45
H 1.095 1.366 -10.326 -0.106 -0.411 0.657 0.37